Formula: C68H128BO40
Source: the Open Molecules 2025 dataset
Level of theory: wB97M-V/def2-TZVPD

Geometry as XYZ:
```
237
Properties=species:S:1:pos:R:3:forces:R:3:mulliken_charge:R:1
O -2.567900 2.302662 1.230372 1.25 -1.37 -0.17 -0.685
C -1.679554 1.593623 0.784128 -0.65 1.33 0.71 -0.136
O -0.855079 0.786112 1.412591 -0.18 -1.14 0.52 0.025
B 0.031457 0.026360 0.434658 0.67 1.42 0.23 0.270
O -0.196685 0.766096 -0.804675 -1.47 0.80 -0.26 0.153
C -1.196939 1.664806 -0.637832 0.70 1.16 -3.23 0.323
O -1.552415 2.480765 -1.494431 0.71 -2.06 2.09 -0.306
O -0.198456 -1.410791 0.299513 -0.03 0.02 0.65 -0.062
C 0.931938 -2.076691 0.548392 0.43 -0.65 -1.12 0.541
O 1.051412 -3.274837 0.543010 -0.17 0.96 0.24 -0.683
C 2.068669 -1.023241 0.704708 1.55 0.82 2.06 0.158
O 1.474211 0.173633 0.800262 -0.64 -0.87 -0.43 -0.171
O 3.253698 -1.191499 0.942727 -2.03 -0.36 -0.92 -0.682
O -0.827473 7.586261 -1.519452 -0.28 0.12 -0.39 -0.649
C -1.826630 6.911245 -1.549301 0.38 -0.54 1.00 0.476
O -2.781353 6.963615 -2.507684 0.28 -0.10 0.47 -0.106
C -2.562908 8.088101 -3.334529 -0.36 0.70 -0.99 -0.360
C -3.617396 8.300786 -4.394820 -1.33 0.45 0.81 -1.230
C -2.193008 5.921690 -0.484907 -2.16 0.16 -1.68 0.308
H -1.661349 7.971287 -3.854423 1.54 -0.31 -0.59 0.268
H -2.405428 8.926206 -2.681563 -0.33 0.70 0.19 0.524
H -3.486076 9.332319 -4.822582 -0.14 -1.06 0.28 0.348
H -4.618415 8.244092 -3.897935 0.53 0.24 -0.54 0.308
H -3.603203 7.536839 -5.177374 0.26 0.20 0.12 0.227
H -2.206946 4.949772 -0.951811 0.10 -0.62 -0.11 -0.352
H -3.265786 6.138552 -0.285294 0.71 -0.23 0.42 0.007
H -1.576619 5.907964 0.362453 0.83 0.30 1.05 0.189
O 2.565905 -4.146020 -3.482917 -1.39 -0.46 0.22 -0.636
C 1.407459 -4.515180 -3.515690 -0.48 0.28 -0.53 0.668
O 0.421955 -3.914243 -4.234505 1.50 1.07 0.30 -0.454
C 0.722461 -2.547693 -4.709366 -0.49 -0.64 0.07 0.739
C 1.608805 -2.447309 -5.914946 0.21 -1.19 0.51 -1.365
C 0.746163 -5.671809 -2.813050 2.07 -0.68 1.88 -0.591
H 1.066682 -1.887554 -3.899152 -0.03 -0.51 -0.01 0.007
H -0.281651 -2.294236 -4.968491 -0.57 0.71 -0.28 0.122
H 1.385058 -3.211433 -6.643025 -0.26 -0.30 -0.26 0.455
H 2.640047 -2.548050 -5.649735 0.69 -0.12 0.23 0.174
H 1.495794 -1.498818 -6.350222 -0.26 1.28 -0.60 0.311
H 0.574636 -5.430395 -1.725901 -0.04 0.12 -1.26 -0.229
H 1.501009 -6.477047 -2.752766 -0.33 0.14 -0.10 0.342
H -0.152299 -6.060572 -3.246904 -0.39 0.31 -0.42 0.284
O -0.917386 -8.532902 0.356934 -0.29 0.62 -0.42 -0.593
C -1.249243 -7.642549 -0.409625 -0.37 -2.53 -0.11 0.846
O -0.970012 -6.371152 -0.193212 -0.53 0.38 -1.22 0.302
C -0.305739 -6.110198 1.009552 0.71 -0.63 2.11 0.990
C 1.202412 -6.257154 0.928868 -1.21 -2.30 -0.25 -1.607
C -1.990357 -7.943137 -1.720795 1.03 0.34 0.89 -1.031
H -0.729726 -6.783036 1.778080 0.25 0.45 -0.23 0.412
H -0.501736 -5.100722 1.281076 -0.49 0.77 0.04 -0.870
H 1.630175 -6.054009 1.884945 0.40 0.51 0.55 0.366
H 1.530804 -5.621311 0.161614 0.97 0.90 -0.72 0.396
H 1.441746 -7.313208 0.684649 0.00 0.57 0.02 0.392
H -2.093631 -9.005458 -1.904383 0.00 -0.13 0.43 0.348
H -1.335590 -7.559183 -2.481174 -0.04 0.36 -0.65 0.171
H -2.938891 -7.443620 -1.729516 -0.41 0.36 -0.16 0.196
O 2.878447 0.489177 6.432329 0.93 0.10 1.20 -0.633
C 2.433386 0.682235 5.350141 -1.40 1.27 -1.10 0.141
O 2.372477 1.885758 4.705051 0.04 -0.72 0.09 0.435
C 2.786372 3.091417 5.352285 -0.47 -0.32 -0.64 0.146
C 1.676085 3.578583 6.276243 0.58 0.61 0.39 -1.084
C 1.701047 -0.278190 4.511096 -0.49 -1.91 -1.50 0.031
H 3.093098 3.702543 4.472890 -0.42 0.07 0.97 -0.449
H 3.651019 2.859324 5.935247 0.78 0.07 0.40 0.625
H 0.675232 3.530899 5.880553 -0.23 -0.19 -0.58 -0.120
H 1.849174 4.635079 6.513396 0.04 -0.14 0.17 0.411
H 1.666107 3.000177 7.209640 0.13 0.13 -0.22 0.398
H 2.296047 -1.187091 4.267716 -0.21 0.59 0.34 0.473
H 1.406494 0.175928 3.569922 0.25 0.14 -0.18 -0.332
H 0.745337 -0.637262 4.917785 0.45 0.24 0.63 -0.244
O -3.937415 -5.632148 -0.647011 0.79 1.16 1.77 -0.671
C -3.437658 -5.003168 0.289844 -0.81 -0.08 -1.43 -0.227
O -3.450131 -5.448015 1.571326 -0.31 0.19 -0.77 0.339
C -4.309030 -6.574161 1.739635 0.04 -1.77 -0.25 -0.197
C -4.059735 -7.231393 3.085593 0.51 -0.18 -0.33 -1.246
C -2.849524 -3.599679 0.167319 0.52 -1.76 1.40 1.370
H -4.072142 -7.356653 0.985999 -0.08 0.71 0.17 0.207
H -5.357045 -6.282892 1.559121 0.36 0.05 0.26 0.341
H -2.979452 -7.512906 3.169723 -0.83 0.57 0.18 0.174
H -4.596284 -8.174666 3.124853 -0.20 -0.15 -0.16 0.462
H -4.446056 -6.644483 3.905861 0.37 0.31 0.39 0.326
H -3.356777 -3.117309 -0.608909 -0.53 0.70 -1.35 0.686
H -1.768959 -3.693437 -0.036721 -0.42 0.31 0.17 -0.157
H -3.077839 -3.078713 1.101880 0.59 -0.11 -0.20 -1.468
O 6.522412 -1.481072 -5.862490 0.55 0.45 -1.01 -0.605
C 6.101693 -2.131179 -4.961377 -0.54 -1.62 1.04 0.835
O 5.331106 -1.701075 -3.983419 -1.30 0.83 1.11 0.013
C 4.683206 -0.436748 -4.082214 0.87 1.56 1.02 0.426
C 5.069911 0.451339 -2.884217 0.03 0.38 1.33 -1.053
C 6.256387 -3.602287 -4.654748 0.09 -0.34 -0.26 -0.983
H 3.592511 -0.546155 -4.068729 0.41 -0.35 -0.49 -0.377
H 5.096317 0.064041 -4.958147 -0.71 -0.12 -0.29 0.452
H 6.043360 0.963487 -2.950328 -0.25 -0.32 -0.41 0.353
H 5.108836 -0.054288 -1.897075 -0.10 -0.34 -0.70 -0.017
H 4.331364 1.245171 -2.667426 0.12 -0.24 -0.61 0.280
H 5.355366 -4.042043 -4.230385 -0.23 0.39 -0.09 0.124
H 7.010288 -3.778969 -3.902609 0.53 0.11 0.11 0.193
H 6.484517 -4.139857 -5.545491 0.50 -0.43 -0.67 0.384
O 7.940330 -4.447252 -0.794166 0.70 2.13 0.65 -0.622
C 7.866379 -3.222690 -0.628587 -1.13 -2.43 -1.73 0.456
O 8.903947 -2.372959 -0.659836 -0.16 -0.62 0.31 -0.335
C 10.177824 -2.945451 -0.987502 0.61 1.04 -1.00 -0.181
C 10.884828 -3.587204 0.140004 -1.10 -1.25 1.72 -1.126
C 6.522558 -2.535657 -0.636807 1.06 0.25 0.69 -0.327
H 10.749787 -2.081464 -1.322766 -0.05 0.08 -0.15 0.367
H 10.090078 -3.634433 -1.813834 -0.34 -0.14 -0.33 0.272
H 10.431330 -4.593849 0.285752 0.59 0.46 -0.02 0.272
H 10.605031 -3.036218 1.054236 0.60 -0.06 -0.18 0.279
H 11.967602 -3.670191 0.020237 -0.23 0.15 -0.06 0.370
H 5.959079 -2.867061 0.207004 -0.45 -0.36 0.64 0.258
H 5.939028 -2.784841 -1.518446 0.27 0.18 -0.22 0.058
H 6.728500 -1.490580 -0.484645 -0.44 0.60 -0.37 0.261
O 2.843463 4.291289 1.684593 -0.02 0.83 0.49 -0.595
C 2.425419 5.189357 2.396915 2.25 -0.56 -1.00 0.808
O 1.217799 5.229132 2.844549 -1.59 0.08 1.14 -0.458
C 0.367573 4.091846 2.642411 -0.07 0.46 0.35 0.197
C -0.872054 4.412639 3.443649 0.17 -0.99 0.00 -1.353
C 3.214411 6.360608 2.965333 0.60 0.51 0.45 -0.770
H 0.871206 3.144741 2.826536 0.20 0.07 1.10 0.050
H 0.244211 3.984667 1.617657 -0.83 0.21 -2.22 0.670
H -0.477350 4.638834 4.435272 -0.60 -0.05 0.20 0.433
H -1.513144 3.524990 3.429697 0.03 0.17 0.33 0.053
H -1.481465 5.244562 3.087387 0.40 0.08 -0.21 0.327
H 4.116220 5.973578 3.514604 -0.83 0.26 -0.69 -0.024
H 2.564228 6.878140 3.715214 0.64 -0.25 -0.77 0.277
H 3.573178 7.084750 2.183568 -0.45 -0.82 0.67 0.314
O -0.157515 -3.906395 6.017891 -0.49 -0.56 -0.30 -0.563
C -0.214006 -4.782065 5.178798 1.12 0.90 -0.32 0.875
O -0.437680 -4.532037 3.877839 -0.63 -0.77 0.42 -0.099
C -0.932519 -3.233143 3.535026 -0.42 -0.51 0.81 1.674
C -2.383002 -2.981235 3.821431 -1.20 -0.15 -0.95 -0.544
C 0.106885 -6.218632 5.455521 -0.76 0.08 -0.44 -1.385
H -0.794159 -3.209525 2.486394 0.40 0.36 -1.01 -0.750
H -0.374398 -2.520834 4.078805 1.01 0.95 0.19 -0.582
H -2.653034 -2.133133 3.171768 0.00 -0.14 0.12 -0.198
H -2.688432 -2.664883 4.814539 0.41 -0.36 0.32 0.644
H -2.993006 -3.835551 3.465080 0.20 0.39 0.35 0.020
H -0.830101 -6.738268 5.512558 -0.86 -0.21 0.44 0.317
H 0.554645 -6.211339 6.427545 0.60 -0.52 0.30 0.395
H 0.566797 -6.801675 4.654698 0.68 0.62 0.15 0.278
O 0.373532 1.148443 8.932014 0.86 2.00 2.05 -0.570
C 0.313845 0.187490 8.270036 -1.74 -2.50 -2.08 0.804
O -0.503837 0.149138 7.168345 0.33 -0.43 -0.48 -0.078
C -1.520598 1.124772 7.010004 -0.13 1.28 0.82 -0.594
C -1.750156 1.418737 5.544510 -1.61 -1.18 -0.18 -0.084
C 0.896049 -1.198168 8.434448 1.43 0.53 0.02 -1.080
H -1.227287 2.106353 7.482292 -0.26 -1.16 -0.02 0.325
H -2.423447 0.697304 7.530950 0.62 0.68 -0.61 0.272
H -2.633611 2.084221 5.450746 0.56 -0.20 0.03 0.500
H -2.038459 0.472864 5.026518 0.35 0.64 0.12 -0.049
H -0.906991 1.864620 5.043188 0.38 0.10 -0.03 -0.246
H 0.165848 -2.002855 8.389921 -0.16 0.27 -0.31 0.282
H 1.396860 -1.236968 9.401571 0.12 -0.01 -0.07 0.374
H 1.666688 -1.318462 7.631354 -0.69 -0.09 0.64 0.186
O 6.650487 2.802442 1.531463 -0.93 -1.24 0.63 -0.687
C 5.734701 2.505897 2.290365 0.23 1.48 -1.89 0.363
O 5.487300 3.331361 3.328897 -0.08 -1.26 0.26 0.059
C 6.480019 4.320218 3.513298 0.22 0.07 2.84 -0.487
C 6.292748 4.816331 4.998363 -0.76 -0.05 -1.75 -1.123
C 4.740557 1.389803 2.116681 -0.63 0.80 0.57 -0.501
H 6.302238 5.092860 2.828091 -0.07 1.20 -1.10 0.378
H 7.519210 3.956090 3.386577 -0.75 -0.06 -0.04 0.397
H 6.405215 3.972450 5.632314 0.18 -0.83 0.66 0.340
H 5.273999 5.232666 5.216430 1.01 -0.10 -0.39 0.215
H 7.093651 5.501212 5.204735 0.13 0.63 0.30 0.428
H 3.669503 1.641487 2.112485 0.46 0.83 0.01 -0.126
H 4.797185 0.765282 2.973054 0.34 -0.92 0.80 0.283
H 4.876485 0.828532 1.233125 0.65 -0.53 -0.85 0.485
O -6.638240 2.754088 -2.007681 -0.10 -0.78 1.50 -0.624
C -6.616637 2.198692 -0.914081 1.02 2.19 -1.23 0.855
O -5.879390 2.659011 0.135569 0.04 0.55 -0.72 -0.193
C -5.141235 3.932462 -0.001543 -0.31 0.99 0.39 1.002
C -5.892040 5.060056 0.821380 0.92 -0.94 -0.73 -1.422
C -7.321037 0.948238 -0.593135 -1.61 -0.82 -0.26 -0.858
H -5.040916 4.307643 -1.047351 -0.31 -0.88 0.61 -0.010
H -4.128697 3.765390 0.386752 -0.50 -0.31 -0.02 -0.322
H -6.654917 5.448662 0.123816 -0.10 -0.09 0.88 0.387
H -5.168936 5.882241 1.035989 -0.54 -0.59 -0.09 0.327
H -6.266873 4.629662 1.781265 0.04 0.53 -0.86 0.330
H -6.603204 0.127895 -0.632578 -0.18 -0.14 -0.23 -0.023
H -8.209189 0.801546 -1.267275 1.27 0.02 0.24 0.382
H -7.757423 0.934406 0.398725 0.26 0.24 0.36 0.377
O -1.370482 6.044936 -5.316235 1.33 -0.74 1.51 -0.684
C -0.768839 5.344123 -4.487218 -0.82 0.39 -1.79 0.771
O -1.208788 4.166143 -4.091130 -1.30 -0.89 0.36 0.417
C -2.491102 3.638235 -4.684139 2.19 -0.12 -0.53 0.234
C -3.568697 3.564257 -3.663576 -0.24 1.12 1.13 -0.920
C 0.588422 5.596712 -3.884883 -0.47 1.16 0.52 -1.190
H -2.160018 2.664263 -5.115438 -0.45 0.55 0.42 -0.642
H -2.654029 4.335599 -5.497131 -0.61 -0.09 -0.13 0.697
H -3.784637 4.587152 -3.271556 0.18 -0.63 -0.25 0.170
H -3.343605 2.934439 -2.806164 0.34 0.00 -0.08 -0.176
H -4.498272 3.194136 -4.045084 -0.52 -0.23 -0.63 0.655
H 0.566093 5.309831 -2.791218 0.15 0.85 -1.16 0.188
H 0.883015 6.634106 -4.176060 -0.21 -0.68 0.97 0.353
H 1.308947 4.958786 -4.351498 0.29 -0.71 -0.43 0.288
O 1.996210 0.630607 -5.598429 -1.41 1.83 1.98 -0.733
C 1.379095 1.543537 -5.002241 1.08 -2.03 -2.05 0.611
O 0.946174 2.608693 -5.667490 -0.28 -0.09 -1.33 -0.225
C 0.940264 2.438244 -7.139386 -0.34 0.98 0.10 -0.380
C -0.138535 3.413049 -7.656415 0.99 0.38 1.33 -0.785
C 1.036203 1.632576 -3.565393 -0.21 1.49 -0.18 0.426
H 0.785669 1.392129 -7.359136 -0.30 -0.14 -0.03 0.331
H 1.913431 2.707651 -7.535661 0.26 0.04 0.13 0.313
H 0.124365 4.391486 -7.191376 -0.39 -0.47 -0.39 0.156
H -1.097066 3.104398 -7.244462 -0.18 0.05 -0.36 -0.005
H -0.149013 3.572147 -8.735935 -0.03 -0.42 0.10 0.491
H 1.063852 0.698390 -3.073745 0.09 -0.91 0.50 -0.117
H 0.101570 2.194072 -3.373957 0.30 -0.58 -0.32 -0.781
H 1.788540 2.305523 -3.166090 0.38 -0.05 0.48 0.658
O -7.360716 -3.151149 1.779024 0.83 -0.26 -0.80 -0.619
C -6.796374 -2.976284 0.711973 -1.01 1.15 0.77 1.015
O -5.761009 -2.151923 0.536222 0.22 -0.17 0.44 -0.164
C -5.149890 -1.696032 1.772041 -0.42 -0.45 -0.49 0.521
C -5.907615 -0.575631 2.414668 0.03 0.04 -0.43 -1.267
C -7.248160 -3.531950 -0.570380 -0.85 0.29 -0.47 -1.415
H -4.165654 -1.427676 1.426651 0.36 0.38 0.26 -0.309
H -5.111997 -2.565147 2.418268 0.25 -0.08 0.27 0.371
H -5.320943 -0.252721 3.249810 0.41 0.54 0.51 0.514
H -6.852852 -0.918010 2.816000 -0.25 -0.02 -0.19 0.399
H -6.031407 0.238848 1.696265 -0.03 0.03 0.36 -0.031
H -8.324455 -3.518785 -0.618320 -0.40 -0.27 0.22 0.403
H -6.887651 -4.516147 -0.610188 0.29 -1.68 -0.13 0.313
H -6.902212 -3.058651 -1.464960 0.58 0.65 -0.22 0.259
O -2.343886 0.343542 -6.319502 -0.53 -0.03 -0.28 -0.594
C -3.332937 -0.130802 -5.795255 1.72 0.71 0.90 0.917
O -3.319875 -0.518708 -4.518601 0.37 0.00 0.31 -0.452
C -2.050777 -0.305284 -3.788769 0.24 -0.14 -2.70 1.542
C -2.066578 -1.255637 -2.667350 0.95 0.54 2.59 -0.463
C -4.626786 -0.349698 -6.436655 -1.33 0.61 -0.93 -1.341
H -1.933130 0.770897 -3.692357 -0.28 0.06 1.00 -0.791
H -1.196576 -0.539114 -4.486986 -0.93 -0.02 0.59 -0.456
H -2.963340 -1.226646 -1.994228 0.85 0.40 -0.50 0.092
H -1.101770 -1.135669 -2.086552 -1.28 0.20 -0.25 -0.284
H -1.968587 -2.259760 -2.982619 -0.22 -1.16 -0.85 0.867
H -5.340844 -0.831017 -5.776921 0.00 0.00 0.04 0.307
H -4.423255 -0.979593 -7.290115 -0.17 -0.24 -0.36 0.361
H -5.069120 0.601798 -6.836368 0.56 -0.78 0.46 0.283
```
Positions in Å, forces in eV/Å.

The total energy is -155179.482 eV. The HOMO-LUMO gap is 0.375 Ha. The charge is -1. The value obtained for the molar mass is 1596.544 g/mol.